The following is a quantum chemistry calculation of a cluster of 2 separate species, C5H6O in total, from the Open Molecules 2025 dataset.

Atoms and positions in Å:
O (-1.89381, 1.48617, 0.11284)
C (-0.97129, -0.59504, -0.87439)
C (0.43179, -1.06556, -1.15896)
C (1.32201, 0.81639, 1.66674)
C (0.33224, 1.43353, 1.96052)
C (-1.39996, 0.52252, -0.33668)
H (1.17280, -0.26702, -1.07153)
H (-1.80595, -1.21135, -1.19427)
H (-0.57658, 1.95703, 2.16677)
H (0.73300, -1.88490, -0.49425)
H (0.47337, -1.44680, -2.18422)
H (2.20793, 0.27278, 1.42301)

Cartesian forces (eV/Å) of the 2 atoms listed first:
0.453 -0.759 -0.430
-0.152 0.149 0.002

Summary:
Energy relative to the best compared isomer or geometry (same formula, charge and spin) in eV: 2.9396
LUMO level in eV: 0.80
SMILES: CC=C=O.C#C
Max |F| in eV Å⁻¹: 0.98
Gap between HOMO and LUMO in eV: 9.59
Molar mass in g/mol: 82.10